A) # C4H5Cl

One molecule with the formula C4H5Cl (ωB97M-V/def2-TZVPD, the Open Molecules 2025 dataset).

Each atom is followed by the atoms it is bonded to, with distances in Å.
Cartesian coordinates (Å):
1 Cl 2.567 -0.079 -0.092  C2 1.766
2 C 0.870 -0.103 0.395  Cl1 1.766, C3 1.520, C5 1.569, H6 1.216
3 C 0.022 1.123 0.093  C2 1.520, C4 1.326, H7 1.085
4 C -0.906 0.438 -0.561  C3 1.326, C5 1.501, H8 1.140
5 C -0.343 -0.905 -0.195  C2 1.569, C4 1.501, H9 1.130, H10 1.042
6 H 0.777 -0.222 1.601  C2 1.216
7 H 0.028 2.196 0.256  C3 1.085
8 H -1.892 0.579 -1.115  C4 1.140
9 H -1.073 -1.404 0.508  C5 1.130
10 H -0.050 -1.623 -0.891  C5 1.042

LUMO energy	1.1	eV
SMILES	Cl[C@H]1C=CC1
HOMO level	-9.773	eV

B) # C4H5Cl

A 2-piece molecular cluster, C4H5Cl overall (ωB97M-V/def2-TZVPD, the Open Molecules 2025 dataset).

Each atom is followed by the atoms it is bonded to, with distances in Å.
Cartesian coordinates (Å):
1 C -1.166 -1.227 1.082  C2 1.191, H6 1.124
2 C -0.783 -0.407 1.856  C1 1.191, H10 1.007
3 C 0.443 -0.505 -1.319  C4 1.527, H7 1.010, H8 1.045, H9 1.119
4 C 1.520 -0.083 -0.322  C3 1.527, Cl5 1.702
5 Cl 2.102 -1.398 0.589  C4 1.702
6 H -1.293 -2.024 0.300  C1 1.124
7 H 0.154 -1.472 -1.353  C3 1.010
8 H 0.735 0.060 -2.149  C3 1.045
9 H -0.424 0.043 -0.873  C3 1.119
10 H -0.545 0.212 2.614  C2 1.007

LUMO energy	-0.1	eV
HOMO level	-8.764	eV

Which of them is most stable, and which least? Most stable: A); least stable: B).